138
Properties=species:S:1:pos:R:3 method="wB97M-V/def2-TZVPD" spin_multiplicity=3 gap_ev="6.5 / 7.4" total_charge=+1 lumo_ev="-3.47 / -3.47" e_homo_ev="-9.96 / -10.84"
C 7.169 0.466 -4.660
C 6.289 -0.428 -5.559
B 4.746 -0.125 -5.359
O 3.823 -0.649 -6.209
C 4.221 0.752 -4.129
C 4.082 0.023 -2.952
N 4.458 -1.334 -2.957
C 3.586 -2.206 -3.290
C 2.171 -1.936 -3.696
C 4.024 -3.635 -3.331
C 3.627 0.626 -1.789
C 3.520 -0.144 -0.510
C 2.349 -1.132 -0.322
C 0.938 -0.576 -0.483
C -0.094 -1.666 -0.903
C -1.015 -1.185 -2.031
C -2.187 -0.380 -1.446
C -3.244 -0.038 -2.521
S -4.411 -1.431 -2.526
C -6.007 -0.809 -2.728
N -6.633 -0.689 -3.854
N -7.884 -0.201 -3.594
C -7.935 -0.040 -2.312
O -6.808 -0.386 -1.698
C 3.336 2.022 -1.866
N 2.878 2.620 -0.673
C 1.623 2.802 -0.519
C 1.093 2.982 0.863
C 0.593 2.918 -1.612
C 3.540 2.729 -3.054
P 3.317 4.545 -3.141
O 4.586 5.107 -3.615
O 2.907 5.142 -1.741
O 2.097 4.865 -4.106
N 3.957 2.062 -4.175
C 4.173 2.738 -5.474
C 3.065 2.481 -6.536
C 3.666 1.896 -7.846
Cl 2.227 3.989 -6.987
H 7.055 0.198 -3.614
H 8.204 0.390 -4.979
H 6.866 1.506 -4.787
H 6.511 -0.265 -6.616
H 6.426 -1.481 -5.309
H 4.273 -0.969 -7.001
H 1.713 -1.101 -3.176
H 2.084 -1.827 -4.776
H 1.581 -2.818 -3.448
H 5.040 -3.717 -2.962
H 4.056 -3.911 -4.389
H 3.324 -4.288 -2.818
H 4.427 -0.750 -0.442
H 3.541 0.533 0.338
H 2.498 -2.029 -0.920
H 2.431 -1.471 0.712
H 0.938 0.158 -1.290
H 0.581 -0.148 0.447
H -0.723 -1.859 -0.036
H 0.427 -2.563 -1.225
H -0.504 -0.516 -2.732
H -1.399 -2.023 -2.615
H -2.649 -1.018 -0.696
H -1.787 0.540 -1.022
H -2.748 0.015 -3.487
H -3.715 0.914 -2.297
H -8.806 0.322 -1.799
H 1.858 2.831 1.615
H 0.783 4.032 0.934
H 0.200 2.386 1.018
H 0.684 2.172 -2.399
H 0.661 3.916 -2.039
H -0.409 2.827 -1.205
H 2.366 5.938 -1.821
H 2.465 5.386 -4.837
H 4.222 3.810 -5.331
H 5.148 2.470 -5.865
H 2.384 1.726 -6.155
H 3.471 2.585 -8.661
H 3.184 0.965 -8.122
H 4.746 1.784 -7.795
C -4.582 -4.211 4.438
C -3.614 -3.443 3.509
C -4.220 -2.090 3.136
C -5.370 -2.193 2.133
C -4.944 -2.995 0.905
C -4.355 -4.362 1.244
N -3.297 -4.252 2.293
O -2.208 -3.802 1.751
C -5.474 -5.321 1.693
C -3.795 -4.998 -0.025
C -2.355 -3.219 4.343
H -4.381 -5.282 4.416
H -4.459 -3.880 5.468
H -5.631 -4.050 4.198
H -3.440 -1.452 2.705
H -4.564 -1.587 4.043
H -6.252 -2.644 2.596
H -5.673 -1.190 1.826
H -5.798 -3.120 0.236
H -4.204 -2.413 0.347
H -5.057 -6.266 2.043
H -6.133 -5.540 0.853
H -6.112 -4.919 2.476
H -3.051 -4.368 -0.511
H -4.602 -5.156 -0.740
H -3.339 -5.965 0.189
H -1.891 -4.169 4.614
H -2.619 -2.697 5.262
H -1.613 -2.609 3.828
C -1.086 4.055 5.378
C -1.270 2.550 5.078
C -2.127 1.911 6.171
C -1.383 1.733 7.494
C -0.067 0.984 7.281
C 0.820 1.616 6.206
N 0.056 1.873 4.947
O -0.093 0.759 4.300
C 1.442 2.920 6.741
C 2.012 0.703 5.932
C -2.018 2.491 3.755
H -0.208 4.454 4.868
H -1.949 4.620 5.026
H -1.001 4.278 6.439
H -2.473 0.929 5.832
H -3.022 2.517 6.327
H -1.199 2.700 7.969
H -2.010 1.172 8.190
H 0.487 0.935 8.220
H -0.294 -0.050 7.003
H 1.989 3.441 5.954
H 2.149 2.692 7.539
H 0.721 3.610 7.170
H 1.707 -0.299 5.636
H 2.611 0.606 6.836
H 2.649 1.115 5.147
H -1.422 2.928 2.949
H -2.952 3.048 3.818
H -2.283 1.473 3.470